Record 1
Here is an isolated ion of composition C9H19N3 and charge +2 at a distorted geometry from the Open Molecules 2025 dataset. Energies are from the ωB97M-V functional and the def2-TZVPD basis.

Calculated values
Electronic energy in Ha: -517.895094
Total charge: +2
SMILES: C/C(N)=[N+](/C(=[NH2+])C(C)C)C1CC1
Spin multiplicity: 1
F_max in eV/A: 3.92
Energy relative to the best compared isomer or geometry (same formula, charge and spin) in eV: 0.218

Each line ends with the Mulliken charge.
Atoms and positions in Å:
C -2.572 -1.280 -1.299  -1.2481
C -1.134 -1.058 -1.239  1.0242
N -0.353 -1.358 -2.267  -0.3030
N -0.592 -0.526 -0.144  0.3212
C 0.970 -0.081 -0.025  -0.9421
N 1.781 -1.075 -0.015  0.0902
C 1.321 1.397 0.061  1.0720
C 2.288 1.701 1.139  -1.5938
C 1.720 1.946 -1.362  -1.4618
C -1.446 -0.021 0.911  -0.5356
C -1.871 -1.087 1.939  -0.6210
C -0.892 -0.034 2.305  -0.5530
H -3.178 -2.026 -0.791  0.3393
H -2.808 -1.608 -2.418  0.3289
H -3.094 -0.334 -1.003  0.3742
H -0.769 -2.026 -2.961  0.2852
H 0.578 -1.096 -2.331  0.1828
H 2.620 -0.922 0.500  0.3426
H 1.377 -1.953 -0.298  0.3654
H 0.369 1.848 0.229  0.2869
H 3.260 1.594 0.653  0.5119
H 2.188 2.668 1.612  0.3653
H 2.143 0.991 1.978  0.3961
H 2.330 2.849 -1.104  0.3929
H 2.343 1.290 -1.881  0.4440
H 0.929 2.063 -2.147  0.3643
H -2.120 0.815 0.665  0.7193
H -1.452 -2.101 1.797  0.2542
H -2.943 -1.011 2.258  0.3002
H -1.091 0.837 2.900  0.2895
H 0.097 -0.400 2.335  0.2076

Record 2
Here is one molecule with the formula C24H29NO6 from the Open Molecules 2025 dataset. Energies are from the ωB97M-V functional and the def2-TZVPD basis.

Calculated values
Electronic energy in Ha: -1438.061193
Total charge: 0
SMILES: COc1cc2c(cc1OC)[C@H](C)N(C(=O)/C=C/c1cc(OC)c(OC)c(OC)c1)CC2
Spin multiplicity: 1
F_max in eV/A: 0.76
Energy relative to the best compared isomer or geometry (same formula, charge and spin) in eV: 1.671

Each line ends with the Mulliken charge.
Atoms and positions in Å:
C 3.777 -4.328 3.149  -0.9293
O 3.401 -2.977 3.232  -0.4450
C 2.153 -2.627 2.813  1.0764
C 1.214 -3.494 2.290  -0.4491
C -0.047 -3.050 1.889  -0.1922
C -0.362 -1.709 2.022  -0.2816
C 0.582 -0.823 2.538  -0.6367
C 1.832 -1.255 2.933  0.8292
O 2.818 -0.460 3.437  -0.4680
C 2.550 0.910 3.598  -0.7813
C -1.726 -1.185 1.638  -0.1405
C -2.581 -0.947 2.896  -1.7960
N -2.380 -2.105 0.733  0.1747
C -2.780 -1.825 -0.531  0.6870
O -3.408 -2.628 -1.203  -0.6763
C -2.411 -0.503 -1.100  -0.9468
C -1.140 -0.119 -1.246  -0.2592
C -0.649 1.089 -1.884  0.0766
C 0.712 1.384 -1.787  -0.9280
C 1.227 2.528 -2.366  0.6841
O 2.539 2.895 -2.328  -0.4165
C 3.450 2.049 -1.674  -0.7857
C 0.386 3.420 -3.066  0.6906
O 1.032 4.509 -3.567  -0.4822
C 0.457 5.284 -4.593  -0.7812
C -0.984 3.129 -3.152  1.3418
O -1.787 4.028 -3.812  -0.4807
C -3.151 3.728 -3.971  -0.9305
C -1.478 1.970 -2.569  -0.8622
C -2.430 -3.471 1.207  -1.2133
C -1.008 -4.029 1.267  -0.7588
H 4.792 -4.374 3.542  0.2329
H 3.774 -4.686 2.114  0.3527
H 3.127 -4.967 3.756  0.3600
H 1.442 -4.542 2.180  0.4903
H 0.314 0.219 2.616  0.5263
H 3.460 1.339 4.014  0.2459
H 2.327 1.395 2.642  0.2250
H 1.720 1.081 4.292  0.3448
H -1.621 -0.223 1.130  0.3248
H -2.171 -0.114 3.459  0.4112
H -2.586 -1.820 3.542  0.4314
H -3.602 -0.709 2.609  0.4109
H -3.233 0.049 -1.530  0.3556
H -0.363 -0.755 -0.835  0.3271
H 1.354 0.700 -1.255  0.3830
H 4.421 2.529 -1.779  0.2383
H 3.485 1.057 -2.136  0.3612
H 3.214 1.943 -0.609  0.2363
H 1.257 5.943 -4.931  0.2849
H 0.122 4.664 -5.428  0.3212
H -0.381 5.883 -4.232  0.2302
H -3.668 3.670 -3.008  0.3433
H -3.299 2.794 -4.523  0.3581
H -3.562 4.555 -4.548  0.2499
H -2.527 1.740 -2.647  0.4307
H -3.042 -4.042 0.506  0.4911
H -2.897 -3.503 2.193  0.3159
H -0.999 -4.970 1.820  0.5044
H -0.668 -4.242 0.248  0.2932

Record 3
Here is C7H23AuClIOP2 as an isolated structure at a distorted geometry from the Open Molecules 2025 dataset. Energies are from the ωB97M-V functional and the def2-TZVPD basis.

Calculated values
Electronic energy in Ha: -1931.366459
Total charge: +2
⟨S²⟩: 2.01
Spin multiplicity: 3
F_max in eV/A: 2.53
Energy relative to the best compared isomer or geometry (same formula, charge and spin) in eV: 0.460

Each line ends with the Löwdin spin population.
Atoms and positions in Å:
C -1.439 -1.834 1.308  0.1140
I -3.402 -1.384 1.653  0.8425
H -1.011 -2.809 1.703  -0.0007
H -1.264 -1.633 0.232  0.0291
H -0.903 -0.937 1.626  0.0415
Au 0.356 1.123 -0.581  0.3782
P -0.809 0.120 -2.327  0.0434
C -1.685 -1.457 -2.304  0.0185
C -1.936 1.458 -2.807  0.0008
H -2.347 1.297 -3.806  -0.0002
H -0.092 0.005 -4.647  -0.0002
H -1.384 2.399 -2.800  -0.0004
H 1.157 0.781 -3.605  -0.0007
H -2.349 -1.535 -1.435  0.0031
H -2.739 1.514 -2.069  0.0007
C 0.414 -0.027 -3.671  0.0003
H -2.284 -1.539 -3.234  0.0023
H 0.941 -0.986 -3.570  0.0004
H -0.950 -2.276 -2.264  0.0003
P 1.183 1.280 1.671  0.1062
C 0.969 0.013 2.955  0.0381
C 2.979 1.457 1.515  0.0017
H 0.629 3.571 1.386  -0.0009
H 1.066 3.210 3.064  0.0019
H -0.536 2.740 2.433  0.0007
C 0.521 2.854 2.198  0.0079
H 3.229 2.016 0.611  -0.0009
H 3.335 1.993 2.396  0.0009
H 1.345 0.448 3.884  0.0071
H 1.548 -0.885 2.698  0.0000
H 3.446 0.467 1.495  0.0002
H -0.084 -0.229 3.113  0.0007
Cl 1.593 2.794 -1.589  0.3626
O 0.328 -4.323 1.670  0.0008
H 0.318 -4.761 0.792  0.0000
H -0.145 -4.924 2.306  0.0000

Record 4
Here is one molecule with the formula C2H4NP at a distorted geometry from the Open Molecules 2025 dataset. Energies are from the ωB97M-V functional and the def2-TZVPD basis.

Calculated values
Electronic energy in Ha: -474.649834
Total charge: 0
SMILES: N#CCP
Spin multiplicity: 1
F_max in eV/A: 6.65
Energy relative to the best compared isomer or geometry (same formula, charge and spin) in eV: 0.649

Each line ends with the Mulliken charge.
Atoms and positions in Å:
N 1.458 1.021 -1.778  -0.3608
C 0.578 0.733 -1.060  0.1483
C -0.660 0.233 -0.131  -0.4812
P -0.348 -1.245 0.844  -0.0894
H -0.664 1.034 0.613  0.2477
H -1.489 0.333 -0.675  0.4109
H 0.167 -0.640 2.007  0.0497
H 0.958 -1.469 0.180  0.0747

Record 5
Here is one molecule with the formula C5H8O2 from the Open Molecules 2025 dataset. Energies are from the ωB97M-V functional and the def2-TZVPD basis.

Calculated values
Electronic energy in Ha: -345.769411
Total charge: 0
SMILES: O[C@@H]1C=CC[C@@H]1O
Spin multiplicity: 1
F_max in eV/A: 0.47
Energy relative to the best compared isomer or geometry (same formula, charge and spin) in eV: 0.967

Each line ends with the Mulliken charge.
Atoms and positions in Å:
O -1.635 1.122 0.748  -0.6586
C -0.407 0.418 0.917  0.0943
C 0.729 1.187 0.331  -0.6375
C 1.380 0.494 -0.596  -0.3341
C 0.878 -0.912 -0.736  -0.6766
C -0.377 -0.959 0.155  0.0625
O -1.533 -1.127 -0.622  -0.5798
H -1.619 1.551 -0.125  0.3811
H -0.301 0.292 1.999  0.3511
H 0.875 2.226 0.608  0.4502
H 2.217 0.868 -1.167  0.4177
H 1.650 -1.605 -0.377  0.2453
H 0.629 -1.192 -1.764  0.3080
H -0.282 -1.797 0.850  0.2224
H -2.205 -0.565 -0.221  0.3539

Record 6
Here is C3H5O4Tl as an isolated structure at a distorted geometry from the Open Molecules 2025 dataset. Energies are from the ωB97M-V functional and the def2-TZVPD basis.

Calculated values
Electronic energy in Ha: -590.468594
Total charge: 0
Spin multiplicity: 1
F_max in eV/A: 4.25
Energy relative to the best compared isomer or geometry (same formula, charge and spin) in eV: 7.460

Each line ends with the Mulliken charge.
Atoms and positions in Å:
H -0.625 0.518 1.286  0.5277
C -0.005 0.695 -0.466  -1.1091
O -1.038 0.210 -1.322  -0.2862
C -1.292 -1.130 -1.458  0.8076
O -0.531 -1.923 -0.839  -0.6056
O -2.147 -1.419 -2.294  -0.6158
H -0.496 1.686 -0.405  0.5475
H 0.813 0.054 -0.844  0.5265
H 0.962 1.860 1.358  0.2849
C 1.266 0.824 1.130  -0.4245
O 0.461 -0.056 1.766  -0.4885
H 2.361 0.897 1.072  0.3371
Tl 0.271 -2.215 1.016  0.4983